(1)
{"formula": "C31H18BrCl5N4O4Ti", "method": "the ωB97M-V functional and the def2-TZVPD basis", "symbols": ["Ti", "O", "C", "C", "C", "C", "C", "C", "C", "O", "N", "N", "C", "C", "Br", "C", "C", "C", "C", "C", "C", "C", "H", "H", "H", "H", "H", "H", "H", "H", "H", "H", "H", "H", "H", "H", "Cl", "C", "C", "C", "Cl", "C", "Cl", "C", "Cl", "C", "Cl", "N", "C", "O", "C", "N", "C", "O", "C", "C", "C", "C", "C", "C", "H", "H", "H", "H"], "coordinates": [[-0.521, 1.600, 1.113], [2.118, 0.645, 4.456], [1.776, -0.655, 4.563], [2.296, -1.387, 5.630], [1.979, -2.727, 5.781], [1.132, -3.355, 4.877], [0.616, -2.622, 3.817], [0.932, -1.283, 3.637], [0.403, -0.545, 2.429], [0.272, 0.839, 2.660], [1.312, -0.783, 1.307], [1.073, 0.230, 0.324], [1.647, -0.069, -0.828], [1.877, 0.788, -1.901], [1.739, 2.669, -1.515], [2.201, 0.452, -3.208], [1.939, -0.792, -3.866], [2.575, -1.078, -5.098], [2.334, -2.247, -5.792], [1.439, -3.196, -5.301], [0.782, -2.926, -4.102], [1.020, -1.761, -3.398], [1.515, 1.045, 3.779], [2.943, -0.876, 6.332], [2.390, -3.282, 6.617], [0.873, -4.399, 4.997], [-0.052, -3.090, 3.102], [-0.575, -0.960, 2.165], [2.266, -0.660, 1.647], [2.018, -1.087, -0.947], [2.660, 1.226, -3.814], [3.273, -0.348, -5.497], [2.849, -2.425, -6.730], [1.251, -4.114, -5.844], [0.057, -3.635, -3.716], [0.461, -1.563, -2.494], [1.769, 3.714, 3.220], [0.705, 4.556, 2.128], [-0.090, 3.819, 1.262], [-0.877, 4.572, 0.403], [-1.830, 3.658, -0.728], [-0.926, 5.958, 0.392], [-1.957, 6.808, -0.708], [-0.125, 6.657, 1.288], [-0.146, 8.389, 1.308], [0.702, 5.951, 2.157], [1.724, 6.825, 3.253], [-3.327, 2.617, 2.714], [-2.369, 2.239, 2.182], [-1.123, 0.970, -2.135], [-1.757, 0.229, -1.414], [-1.812, 0.278, -0.036], [-2.607, -0.750, 0.426], [-2.825, -1.058, 1.580], [-3.144, -1.505, -0.766], [-3.972, -2.603, -0.851], [-4.238, -3.113, -2.120], [-3.674, -2.534, -3.256], [-2.837, -1.425, -3.153], [-2.596, -0.926, -1.890], [-4.388, -3.049, 0.044], [-4.883, -3.977, -2.227], [-3.884, -2.957, -4.231], [-2.379, -0.972, -4.023]], "lowdin_charge": [0.876, 0.028, -0.271, -0.029, -0.118, -0.117, -0.032, -0.095, -0.397, -0.320, 0.005, -0.115, -0.259, -0.662, 0.751, -0.159, -0.232, -0.072, -0.135, -0.142, -0.114, -0.047, 0.039, 0.107, 0.088, 0.085, 0.118, 0.116, 0.121, 0.121, 0.075, 0.096, 0.084, 0.077, 0.093, 0.093, 0.697, -0.678, -0.293, -0.712, 0.716, -0.701, 0.638, -0.711, 0.620, -0.703, 0.620, -0.063, -0.355, 0.029, -0.455, 0.042, -0.437, 0.064, -0.085, -0.015, -0.095, -0.092, -0.012, -0.089, 0.112, 0.090, 0.092, 0.118], "max_force_ev_per_a": 0.4, "gap_ev": [4.709, 6.645], "total_charge": -2, "homo_ev": [-0.7, -2.6], "s2": 2.04, "lumo_energy_ev": [4.04, 4.04], "multiplicity": 3}

---

(2)
{"formula": "C4H13N3O", "method": "the ωB97M-V functional and the def2-TZVPD basis", "symbols": ["H", "N", "C", "N", "C", "H", "H", "H", "H", "H", "C", "N", "C", "O", "H", "H", "H", "H", "H", "H", "H"], "coordinates": [[0.067, 3.986, -0.676], [0.133, 3.006, -0.930], [-1.027, 2.489, -0.818], [-1.294, 1.195, -1.150], [-2.617, 0.628, -0.890], [-1.890, 3.037, -0.430], [-0.663, 0.770, -1.798], [-2.605, 0.024, 0.018], [-3.307, 1.461, -0.787], [-2.907, -0.004, -1.725], [0.776, -0.254, 1.117], [0.882, -1.691, 0.995], [2.205, -2.118, 0.611], [2.225, -3.509, 0.346], [1.296, 0.110, 2.006], [-0.263, 0.043, 1.222], [1.222, 0.302, 0.278], [0.219, -2.046, 0.327], [2.500, -1.628, -0.329], [2.928, -1.877, 1.392], [2.121, -3.923, 1.222]], "lowdin_charge": [0.024, 0.055, -0.361, -0.072, -0.089, 0.118, 0.122, 0.068, 0.073, 0.079, -0.152, -0.115, -0.337, -0.059, 0.079, 0.062, 0.069, 0.099, 0.122, 0.122, 0.093], "max_force_ev_per_a": 1.0, "gap_ev": 9.799, "smiles": "[H]/N=C/NC.CNCO", "homo_ev": -8.9, "lumo_energy_ev": 0.89}

---

Which relative energy (zero: lowest compared OMol25 entry of this formula, charge and spin) belongs to each record? In order, 11.8, 192.8 kJ/mol.